# C32H24ClO4SSbSn

A molecular structure, C32H24ClO4SSbSn in a non-equilibrium geometry (ωB97M-V/def2-TZVPD, OMol25).

XYZ file:
```
64
C32H24ClO4SSbSn, DFT ωB97M-V/def2-TZVPD
Sn 0.00 0.00 0.00
O -1.52 -3.81 0.05
C -1.48 -2.65 0.42
O -0.55 -1.88 -0.16
C -2.49 -2.23 1.49
C -3.38 -3.24 1.95
C -4.35 -2.98 2.92
C -4.47 -1.71 3.48
C -3.62 -0.69 3.06
C -2.64 -0.94 2.08
S -1.62 0.36 1.61
H -3.33 -4.24 1.56
H -5.01 -3.77 3.25
H -5.22 -1.52 4.23
H -3.72 0.29 3.50
C -0.85 1.33 -7.58
C -1.02 0.02 -7.12
C -0.88 -0.27 -5.76
C -0.56 0.76 -4.86
C -0.39 2.07 -5.32
C -0.54 2.35 -6.68
Sb -0.34 0.32 -2.76
C 1.07 -1.24 -3.29
C 1.06 -2.49 -2.66
C 1.99 -3.47 -3.01
C 2.95 -3.20 -4.00
C 2.97 -1.95 -4.62
C 2.04 -0.98 -4.26
C -2.28 -0.64 -2.80
C -2.53 -1.85 -2.13
C -3.80 -2.43 -2.17
C -4.83 -1.81 -2.87
C -4.60 -0.60 -3.53
C -3.33 -0.02 -3.49
H -0.96 1.56 -8.63
H -1.26 -0.77 -7.82
H -1.01 -1.28 -5.42
H -0.15 2.86 -4.62
H -0.41 3.37 -7.03
H 0.34 -2.72 -1.88
H 1.98 -4.44 -2.52
H 3.67 -3.96 -4.27
H 3.71 -1.74 -5.38
H 2.07 -0.01 -4.75
H -1.75 -2.34 -1.57
H -3.98 -3.36 -1.65
H -5.82 -2.26 -2.90
H -5.40 -0.11 -4.07
H -3.16 0.92 -4.00
Cl 6.56 0.67 -2.62
C 5.12 1.25 -1.89
C 4.07 0.37 -1.63
C 2.89 0.85 -1.04
C 2.76 2.21 -0.71
C 3.83 3.08 -0.98
C 5.00 2.60 -1.57
C 1.48 2.73 -0.07
O 1.43 3.97 0.21
O 0.56 1.88 0.15
H 4.15 -0.68 -1.88
H 2.07 0.17 -0.83
H 3.73 4.13 -0.73
H 5.82 3.29 -1.77
H 1.48 -0.50 0.79
```

For the HOMO energy, the calculation gives -0.310 Eh. The relative energy (zero: lowest compared OMol25 entry of this formula, charge and spin) comes out at 0.0 kcal/mol. As for the charge: 0. The calculation puts the HOMO-LUMO gap at 6.239 eV. The total energy is -77487.704 eV.


# C32H24F9O3S

5 unconnected molecules or ions with the total composition C32H24F9O3S in a non-equilibrium geometry (ωB97M-V/def2-TZVPD, OMol25).

XYZ file:
```
69
C32H24F9O3S, DFT ωB97M-V/def2-TZVPD
O 4.19 -3.96 2.83
S 3.02 -3.29 2.10
O 3.51 -1.87 1.78
O 2.69 -4.18 0.76
C 1.62 -3.28 3.34
F 1.30 -4.63 3.71
F 2.14 -2.62 4.52
C 0.35 -2.45 2.89
C 0.43 -0.95 2.43
C -0.86 -0.20 2.04
C -2.27 -0.90 2.11
C -2.33 -2.41 2.56
C -3.79 -3.13 2.57
F -3.79 -4.00 1.43
F -4.00 -3.92 3.74
F -4.88 -2.19 2.53
C -1.03 -3.20 2.97
H 1.44 -0.42 2.39
H -0.85 0.90 1.71
H -3.21 -0.33 1.83
H -1.13 -4.29 3.32
F -3.61 1.92 2.83
C -4.22 1.75 4.01
C -4.91 0.57 4.24
C -5.55 0.38 5.47
C -5.49 1.38 6.44
C -4.80 2.56 6.19
C -4.16 2.74 4.97
H -4.95 -0.19 3.47
H -6.08 -0.54 5.67
H -5.99 1.23 7.39
H -4.76 3.33 6.95
H -3.61 3.65 4.76
F 0.00 1.82 0.46
C 1.00 2.69 0.72
C 1.96 2.36 1.65
C 3.00 3.25 1.91
C 3.05 4.47 1.23
C 2.07 4.79 0.30
C 1.04 3.89 0.03
H 1.91 1.41 2.18
H 3.76 3.00 2.63
H 3.85 5.17 1.43
H 2.10 5.74 -0.23
H 0.27 4.12 -0.70
F -0.49 -1.78 -0.43
C 0.31 -1.73 -1.50
C 1.09 -2.83 -1.83
C 1.92 -2.78 -2.94
C 1.97 -1.62 -3.71
C 1.19 -0.51 -3.38
C 0.35 -0.57 -2.27
H 1.04 -3.72 -1.21
H 2.52 -3.64 -3.21
H 2.62 -1.58 -4.58
H 1.24 0.39 -3.98
H -0.27 0.28 -1.99
F 3.78 -1.03 -6.73
C 3.07 -0.11 -7.39
C 2.76 1.09 -6.75
C 2.01 2.05 -7.43
C 1.58 1.80 -8.73
C 1.89 0.60 -9.36
C 2.65 -0.36 -8.68
H 3.09 1.26 -5.74
H 1.77 2.99 -6.95
H 1.00 2.55 -9.26
H 1.55 0.40 -10.37
H 2.91 -1.30 -9.16
```

For the HOMO energy, the calculation gives -0.200 Eh. As for the charge: -1. The calculation puts the HOMO-LUMO gap at 7.642 eV. The total energy is -75004.318 eV.


# C32H24NO5

A gas-phase ion, C32H24NO5 (charge -1) in a non-equilibrium geometry (ωB97M-V/def2-TZVPD, OMol25).

XYZ file:
```
62
C32H24NO5, DFT ωB97M-V/def2-TZVPD
O 1.53 -0.05 -1.46
C 2.90 -0.06 -1.69
C 3.54 -1.32 -1.78
C 4.90 -1.37 -2.03
C 5.63 -0.18 -2.19
N 7.02 -0.26 -2.49
O 7.67 0.80 -2.63
O 7.55 -1.39 -2.61
C 5.02 1.07 -2.03
C 3.65 1.14 -1.78
H 2.97 -2.24 -1.64
H 5.42 -2.33 -2.08
H 5.63 1.96 -2.07
H 3.19 2.12 -1.62
C 3.10 -2.96 4.82
O 3.55 -1.71 4.24
C 2.97 -1.28 3.09
C 3.35 0.02 2.67
C 2.68 0.61 1.61
C 1.69 -0.10 0.92
C 1.02 0.53 -0.26
C -0.51 0.47 -0.36
C -1.12 1.10 -1.47
C -2.48 1.36 -1.49
C -3.14 2.05 -2.60
C -2.55 2.09 -3.89
C -3.19 2.72 -4.96
C -4.43 3.33 -4.78
C -5.03 3.33 -3.52
C -4.38 2.72 -2.45
C -3.23 1.04 -0.25
O -4.23 1.72 0.09
C -2.67 0.01 0.65
C -3.50 -0.66 1.66
C -3.05 -1.84 2.32
C -3.83 -2.47 3.28
C -5.10 -1.97 3.60
C -5.56 -0.81 2.98
C -4.77 -0.17 2.04
C -1.30 -0.16 0.61
C 1.46 -1.44 1.22
C 2.04 -2.03 2.33
H 3.67 -3.02 5.74
H 2.02 -2.93 5.04
H 3.34 -3.80 4.15
H 4.12 0.53 3.23
H 2.90 1.63 1.31
H 1.28 1.60 -0.25
H -0.51 1.42 -2.31
H -1.59 1.61 -4.03
H -2.71 2.72 -5.94
H -4.93 3.81 -5.63
H -6.00 3.82 -3.36
H -4.83 2.75 -1.46
H -2.07 -2.25 2.05
H -3.45 -3.36 3.79
H -5.72 -2.49 4.33
H -6.54 -0.40 3.23
H -5.12 0.75 1.57
H -0.82 -0.75 1.38
H 0.77 -2.00 0.57
H 1.76 -3.05 2.60
```

For the HOMO energy, the calculation gives -0.128 Eh. The relative energy (zero: lowest compared OMol25 entry of this formula, charge and spin) comes out at 4.7 kcal/mol. As for the charge: -1. The calculation puts the HOMO-LUMO gap at 4.540 eV. The total energy is -45299.281 eV.


# C32H25Br2CoF4N7O2PS

A molecular structure, C32H25Br2CoF4N7O2PS (ωB97M-V/def2-TZVPD, OMol25).

XYZ file:
```
75
C32H25Br2CoF4N7O2PS, DFT ωB97M-V/def2-TZVPD
Co 0.17 0.05 -0.03
C 3.55 -3.33 2.28
C 2.52 -3.48 1.22
N 2.11 -4.59 0.70
N 1.14 -4.21 -0.19
C 0.95 -2.89 -0.23
S -0.16 -1.99 -1.13
N 1.86 -2.41 0.65
N 1.98 -1.05 0.95
H 3.87 -4.32 2.59
H 3.14 -2.80 3.14
H 4.42 -2.79 1.91
H 0.62 -4.90 -0.70
H 2.96 -0.79 0.91
H 1.60 -0.89 1.92
F -4.22 5.49 -2.03
C -3.30 4.77 -1.42
C -2.51 5.33 -0.43
F -2.68 6.60 -0.09
C -1.55 4.56 0.20
F -0.84 5.14 1.16
C -1.33 3.23 -0.14
P -0.13 2.23 0.84
C -0.84 2.50 2.49
C -0.12 3.07 3.54
C -0.77 3.36 4.73
C -2.12 3.12 4.87
C -2.84 2.54 3.83
C -2.19 2.22 2.64
C 1.47 3.10 0.79
C 2.50 2.45 1.48
C 3.78 2.97 1.46
C 4.05 4.12 0.74
C 3.04 4.75 0.04
C 1.75 4.25 0.06
C -2.16 2.67 -1.12
Br -2.07 0.85 -1.61
C -3.13 3.43 -1.75
F -3.91 2.91 -2.69
H 0.93 3.31 3.42
H -0.21 3.81 5.54
H -2.63 3.37 5.79
H -3.89 2.33 3.94
H -2.75 1.75 1.84
H 2.28 1.55 2.04
H 4.57 2.47 2.02
H 5.06 4.52 0.72
H 3.25 5.65 -0.53
H 0.97 4.76 -0.49
Br -1.72 -3.76 1.96
C -2.29 -2.61 3.36
C -3.28 -3.06 4.22
C -3.67 -2.27 5.28
C -3.05 -1.04 5.50
C -2.05 -0.61 4.64
C -1.68 -1.38 3.54
C -0.58 -0.87 2.65
O 0.56 -0.77 3.14
O -0.92 -0.53 1.47
H -3.73 -4.03 4.06
H -4.44 -2.61 5.95
H -3.33 -0.43 6.35
H -1.54 0.32 4.82
N 1.93 3.63 -3.64
C 2.12 2.42 -3.06
C 1.17 1.89 -2.16
N 1.34 0.73 -1.56
C 2.45 0.04 -1.88
C 3.38 0.57 -2.75
N 3.24 1.76 -3.33
H 1.05 4.09 -3.61
H 2.59 3.91 -4.35
H 0.27 2.45 -1.94
H 2.57 -0.95 -1.46
H 4.28 0.01 -2.99
```

For the HOMO energy (alpha / beta), the calculation gives -0.405 / -0.405 Eh. The relative energy (zero: lowest compared OMol25 entry of this formula, charge and spin) comes out at 0.0 kcal/mol. As for the charge: +1. The calculation puts the HOMO-LUMO gap (alpha / beta) at 8.235 / 8.259 eV. The total energy is -256817.523 eV. Its expectation value of S² is 0.76. The spin multiplicity is 2.


# C32H25ClIrN3O9S

A molecular structure, C32H25ClIrN3O9S (ωB97M-V/def2-TZVPD, OMol25).

XYZ file:
```
72
C32H25ClIrN3O9S, DFT ωB97M-V/def2-TZVPD
Ir -0.56 -1.14 0.50
C -3.70 4.44 -3.88
C -3.57 3.23 -3.01
C -4.66 2.74 -2.29
C -4.55 1.61 -1.51
C -3.33 0.95 -1.44
C -2.22 1.41 -2.15
C -2.35 2.55 -2.92
S -3.15 -0.46 -0.40
O -4.45 -0.86 0.03
O -2.26 -1.40 -1.11
N -2.15 0.00 0.77
C -2.29 0.52 2.04
C -3.37 1.15 2.60
C -3.27 1.68 3.90
C -2.11 1.60 4.63
C -0.98 0.95 4.08
C 0.26 0.81 4.75
C 1.29 0.15 4.14
C 1.10 -0.40 2.86
N -0.04 -0.29 2.22
C -1.09 0.39 2.80
H -4.52 5.08 -3.56
H -3.90 4.15 -4.92
H -2.78 5.03 -3.88
H -5.61 3.26 -2.35
H -5.40 1.22 -0.96
H -1.28 0.89 -2.08
H -1.49 2.92 -3.47
H -4.30 1.23 2.05
H -4.13 2.17 4.32
H -2.05 2.02 5.62
H 0.37 1.22 5.74
H 2.24 0.02 4.63
H 1.88 -0.96 2.37
O -2.76 -4.28 1.07
C -1.73 -3.68 1.27
O -1.67 -2.41 1.61
C -0.40 -4.41 1.17
C -0.33 -5.57 0.40
C 0.87 -6.26 0.28
C 2.01 -5.80 0.94
C 1.90 -4.65 1.70
C 0.72 -3.95 1.83
N 3.11 -4.15 2.38
O 3.04 -3.06 2.93
O 4.12 -4.81 2.32
H -1.22 -5.91 -0.09
H 0.93 -7.15 -0.32
H 2.95 -6.31 0.86
H 0.67 -3.07 2.45
C 2.99 2.12 -4.36
C 3.40 2.27 -2.93
C 3.89 3.47 -2.44
C 4.27 3.59 -1.11
Cl 4.89 5.11 -0.53
C 4.15 2.52 -0.24
C 3.65 1.32 -0.71
C 3.28 1.19 -2.04
O 2.79 0.04 -2.61
C 2.69 -1.11 -1.81
C 1.49 -1.10 -0.90
O 1.18 -2.15 -0.26
O 0.77 -0.07 -0.75
H 3.09 3.06 -4.89
H 1.95 1.78 -4.44
H 3.60 1.36 -4.86
H 3.99 4.32 -3.10
H 4.43 2.63 0.80
H 3.53 0.50 -0.02
H 3.59 -1.27 -1.21
H 2.60 -1.96 -2.49
```

For the HOMO energy, the calculation gives -0.302 Eh. The relative energy (zero: lowest compared OMol25 entry of this formula, charge and spin) comes out at 0.0 kcal/mol. As for the charge: 0. The calculation puts the HOMO-LUMO gap at 7.472 eV. The total energy is -82682.723 eV.


# C32H25FO4S2

2 unconnected molecules or ions with the total composition C32H25FO4S2 in a non-equilibrium geometry (ωB97M-V/def2-TZVPD, OMol25).

XYZ file:
```
64
C32H25FO4S2, DFT ωB97M-V/def2-TZVPD
F 3.26 2.04 3.24
C 2.83 0.75 3.08
C 3.75 -0.29 3.25
C 3.29 -1.61 3.09
C 1.97 -1.87 2.76
C 1.04 -0.81 2.56
C -0.31 -1.15 2.22
C -1.53 -0.52 2.64
C -2.72 -1.32 2.75
C -3.95 -0.74 3.04
C -4.05 0.65 3.22
C -2.90 1.44 3.19
C -1.65 0.86 2.97
C 1.51 0.53 2.70
H 4.81 -0.07 3.43
H 3.99 -2.43 3.22
H 1.62 -2.91 2.64
H -0.42 -2.10 1.68
H -2.64 -2.40 2.58
H -4.84 -1.37 3.07
H -5.04 1.11 3.34
H -2.97 2.52 3.32
H -0.76 1.49 2.98
H 0.88 1.39 2.47
C -0.10 2.50 -2.73
C 1.00 1.91 -2.10
C 0.86 0.69 -1.46
C -0.38 -0.03 -1.56
C -0.43 -1.46 -1.37
S -1.98 -2.31 -1.55
C -2.06 -3.99 -0.93
C -2.55 -4.95 -1.81
C -2.53 -6.30 -1.46
C -2.12 -6.68 -0.17
C -1.77 -5.70 0.76
C -1.78 -4.35 0.39
O -2.96 -1.61 -0.72
O -2.20 -2.41 -2.99
S 0.95 -2.47 -1.92
C 1.13 -2.40 -3.72
C 0.31 -3.18 -4.56
C 0.45 -3.10 -5.95
C 1.39 -2.23 -6.51
C 2.21 -1.45 -5.68
C 2.06 -1.53 -4.29
O 2.16 -1.93 -1.34
O 0.56 -3.84 -1.61
C -1.54 0.72 -1.93
C -1.38 1.93 -2.59
H 0.02 3.45 -3.24
H 1.98 2.40 -2.12
H 1.67 0.25 -0.88
H -2.93 -4.64 -2.78
H -2.85 -7.05 -2.19
H -2.07 -7.75 0.10
H -1.51 -5.99 1.79
H -1.57 -3.58 1.13
H -0.45 -3.83 -4.13
H -0.18 -3.72 -6.61
H 1.45 -2.12 -7.60
H 2.95 -0.78 -6.12
H 2.67 -0.89 -3.65
H -2.52 0.32 -1.73
H -2.24 2.46 -3.02
```

For the HOMO energy, the calculation gives -0.241 Eh. As for the charge: 0. The calculation puts the HOMO-LUMO gap at 3.460 eV. The total energy is -66162.264 eV.


# C32H25IrN7O8S2

A molecular structure, C32H25IrN7O8S2 in a non-equilibrium geometry (ωB97M-V/def2-TZVPD, OMol25).

XYZ file:
```
75
C32H25IrN7O8S2, DFT ωB97M-V/def2-TZVPD
Ir 0.14 -0.55 0.26
C 1.42 -2.10 -3.46
O 1.66 -0.83 -4.07
C 2.24 0.11 -3.25
C 3.39 0.72 -3.71
C 4.03 1.71 -2.97
C 3.52 2.06 -1.74
C 2.37 1.44 -1.25
C 1.82 1.88 0.02
N 0.93 1.24 0.69
N 0.25 1.95 1.68
C -0.99 1.61 1.55
O -1.44 0.76 0.68
C -1.99 2.20 2.48
C -1.64 3.24 3.35
C -2.57 3.73 4.25
C -3.86 3.19 4.29
C -4.20 2.16 3.43
C -3.27 1.67 2.52
C 1.68 0.47 -2.01
O 0.52 -0.05 -1.66
H 1.26 -2.80 -4.28
H 0.54 -2.07 -2.82
H 2.29 -2.42 -2.88
H 3.78 0.40 -4.67
H 4.93 2.18 -3.34
H 4.00 2.81 -1.13
H 2.09 2.86 0.40
H -0.63 3.63 3.32
H -2.30 4.53 4.92
H -4.58 3.58 4.99
H -5.20 1.74 3.46
H -3.52 0.87 1.84
N 3.89 -3.69 5.97
C 3.73 -3.31 4.64
C 3.69 -1.96 4.29
C 3.54 -1.58 2.97
C 3.44 -2.56 1.99
C 3.50 -3.90 2.31
C 3.65 -4.28 3.63
S 3.27 -2.06 0.31
O 3.79 -3.11 -0.52
O 3.80 -0.73 0.22
N 1.66 -1.95 0.03
C 0.86 -3.03 -0.09
N -0.40 -2.54 -0.27
C -1.40 -3.39 -0.46
C -1.15 -4.75 -0.47
C 0.16 -5.15 -0.22
N 1.17 -4.31 -0.02
H 3.54 -3.01 6.63
H 3.51 -4.60 6.18
H 3.74 -1.20 5.07
H 3.47 -0.54 2.70
H 3.42 -4.64 1.52
H 3.69 -5.33 3.90
H -2.38 -2.96 -0.57
H -1.94 -5.47 -0.63
H 0.41 -6.21 -0.17
O -2.63 -1.65 1.55
C -1.78 -1.47 2.41
N -0.44 -1.23 2.20
S 0.42 -1.23 3.59
O 1.19 -2.45 3.71
O 1.11 0.01 3.80
C -0.98 -1.35 4.66
C -1.03 -1.35 6.04
C -2.29 -1.48 6.62
C -3.43 -1.62 5.84
C -3.35 -1.64 4.45
C -2.10 -1.50 3.87
H -0.14 -1.24 6.63
H -2.38 -1.47 7.70
H -4.40 -1.72 6.32
H -4.23 -1.75 3.83
```

For the HOMO energy, the calculation gives -0.171 Eh. The relative energy (zero: lowest compared OMol25 entry of this formula, charge and spin) comes out at 21.9 kcal/mol. As for the charge: -1. The calculation puts the HOMO-LUMO gap at 7.018 eV. The total energy is -84913.036 eV.